[1]
Here is a cluster of 2 separate species, C6H9N in total from the OMol25 dataset. Energies are from wB97M-V/def2-TZVPD.

**E**: -7851.366 eV
**LUMO energy**: 0.0204 Ha
**Energy above the lowest of the compared OMol25 structures with the same formula, charge and spin**: 156.7 kcal per mole
**HOMO**: -0.295 Ha

Geometry as XYZ:
```
16
Properties=species:S:1:pos:R:3:forces:R:3:mulliken_charge:R:1
C 0.905 -0.857 -0.905 0.06 0.10 0.06 -1.092
C 0.165 -0.087 0.163 0.11 0.02 -0.11 -0.098
C -1.352 -0.112 0.064 0.07 0.08 0.05 -0.248
C -1.501 -1.402 0.753 0.34 -0.25 0.37 -0.507
C -1.270 -2.339 1.474 -0.20 0.06 -0.26 -0.012
C 0.679 2.115 0.352 -0.11 0.14 -0.16 -0.125
N 0.682 1.977 -0.928 0.04 0.22 0.24 -0.601
H 1.173 -1.831 -0.472 -0.13 0.21 0.06 0.370
H 1.857 -0.351 -1.086 -0.03 -0.14 0.00 0.343
H 0.423 -1.052 -1.878 -0.13 0.22 0.29 0.279
H -1.829 -0.074 -0.927 0.25 -0.16 0.12 0.321
H -1.820 0.639 0.714 0.13 0.00 -0.25 0.228
H -1.076 -3.180 2.101 -0.14 0.06 -0.10 0.376
H -0.267 2.259 0.873 0.09 -0.11 -0.07 0.270
H 1.574 2.334 0.945 -0.11 -0.33 -0.07 0.261
H 1.655 1.960 -1.244 -0.22 -0.12 -0.16 0.235
```
Forces are in eV/Å.

[2]
Here is a cluster of 9 separate species, C27H71INO8 in total from the OMol25 dataset. Energies are from wB97M-V/def2-TZVPD.

**Charge**: +1
**E**: -55113.917 eV
**LUMO energy**: -0.0978 Ha
**HOMO**: -0.424 Ha

Geometry as XYZ:
```
108
Properties=species:S:1:pos:R:3:forces:R:3:mulliken_charge:R:1
C -4.400 0.958 5.049 0.37 -0.31 -0.29 -1.433
C -3.900 1.679 3.800 0.06 -0.12 0.33 0.148
C -3.033 2.874 4.170 -0.38 0.23 -0.51 -0.760
C -2.619 3.704 2.943 0.16 -0.11 0.17 -0.860
C -1.126 4.005 2.856 0.03 0.73 -0.17 -0.900
C -0.733 4.618 1.486 -0.51 -0.46 0.30 -1.646
C 0.234 3.807 0.635 -0.44 -0.08 -0.02 1.010
C -0.238 2.359 0.450 0.71 -0.37 -0.21 0.234
C 0.753 1.511 -0.401 -0.60 0.30 0.29 1.159
C 2.236 1.815 -0.219 0.09 -0.38 -0.59 -1.481
N 2.490 3.267 0.016 -0.01 0.19 -0.07 0.026
C 1.654 3.739 1.172 -0.20 0.24 -0.53 -0.835
I 2.476 5.568 1.896 0.00 -0.21 0.01 0.185
H -4.760 1.668 5.788 -0.13 0.04 0.08 0.365
H -5.187 0.243 4.823 -0.13 0.00 -0.01 0.395
H -3.579 0.390 5.487 0.02 0.02 0.23 0.325
H -3.287 1.015 3.186 -0.15 -0.20 -0.12 -0.207
H -4.756 1.976 3.194 0.02 0.23 -0.13 0.408
H -3.614 3.506 4.839 0.11 0.07 0.26 0.395
H -2.156 2.522 4.714 0.09 0.02 0.12 0.402
H -2.947 3.224 2.018 -0.01 -0.23 -0.03 0.448
H -3.139 4.660 2.975 -0.10 0.11 -0.14 0.413
H -0.909 4.768 3.603 0.15 -0.12 0.28 0.450
H -0.527 3.137 3.129 0.04 -0.18 -0.10 0.431
H -0.388 5.634 1.645 0.22 0.09 -0.22 0.817
H -1.641 4.702 0.890 -0.13 0.08 -0.06 0.533
H 0.244 4.230 -0.373 0.26 0.39 0.06 -0.172
H -0.353 1.868 1.410 -0.07 0.02 0.19 -0.485
H -1.206 2.348 -0.046 -0.12 0.01 -0.01 0.563
H 0.461 1.590 -1.446 0.24 0.12 -0.14 -0.103
H 0.637 0.467 -0.122 -0.04 -0.08 0.02 -0.640
H 2.758 1.545 -1.133 0.20 0.00 -0.04 0.469
H 2.702 1.258 0.587 -0.08 0.11 0.28 0.456
H 2.196 3.789 -0.822 -0.01 0.12 0.00 0.222
H 3.480 3.481 0.162 0.00 -0.26 0.10 0.431
H 1.692 2.950 1.915 0.39 0.21 0.43 0.341
C 6.049 4.400 4.274 -0.07 -0.04 -0.07 -0.883
C 6.910 3.813 3.173 -0.09 0.24 0.02 -0.285
O 6.249 3.891 1.904 -0.16 -0.06 -0.07 -0.493
H 5.095 3.872 4.328 0.02 -0.03 0.05 0.189
H 6.542 4.335 5.244 0.01 0.01 -0.01 0.349
H 5.831 5.452 4.069 0.06 0.03 0.06 0.276
H 7.110 2.760 3.359 -0.02 -0.03 -0.10 0.292
H 7.868 4.336 3.110 0.04 -0.07 0.06 0.275
H 6.086 4.825 1.727 0.07 -0.07 0.00 0.285
C 1.128 -1.865 3.669 -0.07 -0.09 -0.08 -1.316
C 1.174 -0.526 2.967 -0.11 -0.06 0.17 -0.278
O 0.064 -0.353 2.077 0.15 0.00 0.11 -0.053
H 1.121 -2.673 2.937 0.10 -0.01 0.01 0.177
H 1.991 -1.992 4.322 0.00 -0.02 0.00 0.409
H 0.221 -1.961 4.271 0.03 0.08 0.06 0.443
H 2.076 -0.452 2.357 -0.02 0.01 -0.05 0.194
H 1.182 0.291 3.697 0.09 0.01 -0.02 0.322
H -0.742 -0.413 2.605 0.09 -0.11 -0.02 0.106
C -0.050 3.937 -4.972 0.18 0.25 -0.02 -1.244
C 0.535 3.510 -3.645 -0.25 0.06 -0.11 0.140
O 0.920 4.632 -2.834 0.19 -0.21 0.41 -0.565
H 0.652 4.553 -5.536 0.10 -0.07 0.07 0.369
H -0.323 3.070 -5.567 -0.09 0.01 -0.01 0.308
H -0.949 4.535 -4.810 -0.09 -0.11 -0.03 0.349
H 1.437 2.915 -3.791 0.06 0.04 0.04 0.290
H -0.195 2.901 -3.100 0.02 -0.04 -0.08 0.086
H 0.138 5.180 -2.698 0.07 0.04 -0.13 0.312
C -2.610 -0.512 -4.612 0.06 0.06 0.02 -1.115
C -1.738 0.699 -4.350 -0.49 -0.03 0.09 0.411
O -2.367 1.903 -4.801 0.18 0.12 0.08 -0.515
H -2.834 -0.598 -5.675 0.06 -0.01 -0.02 0.318
H -2.124 -1.429 -4.284 -0.04 -0.03 0.00 0.233
H -3.563 -0.416 -4.086 0.04 -0.02 0.07 0.350
H -0.793 0.618 -4.889 0.00 0.09 -0.04 0.291
H -1.518 0.782 -3.278 0.08 -0.10 0.01 -0.245
H -3.207 1.999 -4.339 0.03 -0.12 -0.09 0.287
C 2.141 -4.685 0.157 -0.07 0.04 0.01 -0.960
C 2.839 -3.351 0.342 0.19 -0.32 0.00 0.113
O 3.755 -3.392 1.434 -0.10 0.16 -0.04 -0.536
H 1.608 -4.963 1.067 -0.03 0.03 0.00 0.293
H 1.429 -4.648 -0.669 0.01 -0.02 -0.01 0.202
H 2.867 -5.474 -0.050 0.00 0.01 -0.07 0.392
H 2.110 -2.570 0.567 0.05 0.05 0.07 -0.173
H 3.375 -3.068 -0.570 -0.12 0.05 -0.06 0.368
H 4.404 -4.077 1.238 -0.02 0.06 0.10 0.307
C -0.121 -4.870 -4.103 0.10 0.20 -0.11 -0.753
C -1.606 -4.841 -4.410 0.19 0.06 -0.29 -0.161
O -1.969 -3.669 -5.146 0.02 -0.04 0.06 -0.472
H 0.167 -3.984 -3.534 -0.05 0.01 0.03 0.121
H 0.137 -5.754 -3.531 0.00 -0.05 0.02 0.151
H 0.464 -4.867 -5.027 -0.04 -0.04 -0.01 0.391
H -2.190 -4.820 -3.492 -0.04 0.05 -0.01 0.179
H -1.901 -5.726 -4.980 0.01 -0.09 0.13 0.263
H -1.475 -3.678 -5.973 -0.06 0.00 0.06 0.276
C -2.864 -0.647 0.760 -0.13 0.04 0.09 -0.420
C -2.354 -1.790 -0.095 0.27 0.23 0.17 -0.483
O -1.462 -1.300 -1.092 0.03 0.00 -0.19 -0.491
H -3.377 0.089 0.140 -0.06 -0.03 0.01 0.297
H -3.555 -1.002 1.526 -0.02 0.02 0.01 0.490
H -2.032 -0.134 1.254 -0.20 -0.06 -0.17 -0.416
H -3.174 -2.284 -0.611 0.04 0.01 -0.10 0.417
H -1.838 -2.535 0.520 -0.09 -0.04 0.04 0.264
H -0.730 -0.872 -0.635 -0.07 -0.14 0.03 0.142
C -1.595 -9.514 -2.152 -0.02 0.05 -0.08 -1.151
C -0.716 -8.307 -1.885 -0.24 -0.02 0.09 -0.226
O -1.315 -7.101 -2.361 -0.05 -0.13 0.16 -0.372
H -1.796 -9.609 -3.219 0.04 -0.02 -0.01 0.293
H -1.119 -10.431 -1.802 -0.01 0.00 0.02 0.350
H -2.557 -9.410 -1.645 0.03 -0.03 0.06 0.350
H 0.236 -8.405 -2.406 0.01 0.08 -0.02 0.295
H -0.511 -8.213 -0.814 0.09 -0.06 -0.01 0.270
H -2.155 -6.993 -1.901 0.05 -0.01 -0.07 0.220
```
Forces are in eV/Å.

[3]
Here is a cluster of 2 separate species, C4H10NO in total in a non-equilibrium geometry from the OMol25 dataset. Energies are from wB97M-V/def2-TZVPD.

**Charge**: +1
**E**: -7839.418 eV
**LUMO energy**: -0.1824 Ha
**Energy above the lowest of the compared OMol25 structures with the same formula, charge and spin**: 43.8 kcal per mole
**HOMO**: -0.529 Ha

Geometry as XYZ:
```
16
Properties=species:S:1:pos:R:3:forces:R:3:mulliken_charge:R:1
C -1.678 0.028 -0.916 1.15 1.07 -1.25 -1.206
C -0.835 0.035 0.316 -0.49 -1.91 1.18 0.787
C -1.259 0.378 1.523 -1.52 0.62 0.10 -0.854
C 1.123 -1.015 -0.667 -0.68 -1.38 0.14 -0.211
N 0.341 -0.817 0.325 0.29 0.41 -0.82 0.027
H -1.041 0.057 -1.809 -0.11 -0.25 0.03 0.346
H -2.322 -0.843 -0.995 -0.06 -0.01 0.24 0.293
H -2.227 0.958 -1.050 -0.35 -0.14 0.50 0.390
H -0.996 0.063 2.524 1.02 0.00 -0.25 0.295
H -2.173 0.964 1.557 0.06 0.05 -0.14 0.271
H 2.066 -1.514 -0.502 0.04 -0.02 0.07 0.308
H 0.730 -0.974 -1.675 0.27 0.86 -0.03 0.221
H 0.679 -1.129 1.226 0.04 0.45 0.34 0.296
H 3.225 0.839 0.158 0.20 0.71 -0.35 0.334
H 2.052 1.847 -0.294 0.70 0.20 -0.15 0.332
O 2.316 1.123 0.278 -0.59 -0.66 0.38 -0.631
```
Forces are in eV/Å.

[4]
Here is a structure of composition C41H63NP3RbSi from the OMol25 dataset. Energies are from wB97M-V/def2-TZVPD.

**E**: -81429.584 eV
**LUMO energy**: 0.0014 Ha
**HOMO**: -0.196 Ha

Geometry as XYZ:
```
110
Properties=species:S:1:pos:R:3:forces:R:3:mulliken_charge:R:1
Rb -0.570 -1.274 1.619 -0.25 -0.30 0.15 1.050
C 2.729 0.437 4.779 0.01 -0.01 -0.01 -1.533
C 3.480 0.290 3.455 -0.03 -0.05 -0.07 0.023
C 4.175 -1.074 3.403 0.02 -0.01 0.02 -1.619
P 2.292 0.360 2.019 0.11 0.10 0.02 0.722
C 1.622 2.107 2.034 0.08 0.01 0.05 2.376
C 0.334 2.243 2.844 -0.03 0.09 -0.02 -0.670
C 2.655 3.169 2.394 0.01 0.00 0.01 -1.837
C 3.409 0.530 0.560 0.11 0.01 0.02 0.752
C 4.789 0.688 0.712 0.05 0.04 -0.08 -0.827
C 5.622 0.832 -0.390 -0.01 0.01 0.07 -1.003
C 5.073 0.839 -1.662 -0.11 -0.03 -0.03 -1.088
C 3.700 0.690 -1.813 0.15 -0.04 0.08 -0.152
C 2.834 0.518 -0.728 0.06 0.08 -0.08 0.430
Si 0.937 0.144 -0.912 -0.04 -0.14 0.07 -1.333
C 0.963 -0.925 -2.531 0.07 0.09 -0.09 0.850
C 1.206 -0.292 -3.760 -0.06 -0.11 -0.07 -0.402
C 1.380 -0.996 -4.943 -0.09 0.05 0.04 -1.241
C 1.292 -2.381 -4.928 -0.02 -0.04 0.03 -1.275
C 1.007 -3.032 -3.738 0.07 0.00 -0.07 -0.418
C 0.832 -2.327 -2.541 -0.13 -0.04 -0.04 0.825
P 0.400 -3.175 -0.965 0.20 -0.14 -0.16 0.140
C -0.847 -4.534 -1.319 0.00 0.02 0.01 0.939
C -2.225 -4.019 -0.882 -0.10 -0.08 -0.04 -1.207
C -0.981 -5.198 -2.690 -0.04 0.02 0.00 -1.656
C 1.960 -4.112 -0.549 0.02 0.10 -0.01 0.310
C 3.041 -3.078 -0.212 -0.01 -0.06 -0.01 -1.367
C 2.486 -5.133 -1.550 -0.03 0.00 -0.05 -1.499
C 0.210 1.756 -1.643 0.07 0.16 -0.03 0.538
C 0.969 2.934 -1.726 -0.11 0.00 0.00 -0.552
C 0.420 4.137 -2.147 -0.02 -0.02 -0.01 -1.036
C -0.915 4.189 -2.524 0.03 -0.02 0.00 -1.130
C -1.685 3.036 -2.465 0.11 -0.06 0.00 -0.281
C -1.151 1.821 -2.022 -0.09 0.11 -0.02 0.480
P -2.176 0.296 -1.795 -0.04 0.10 -0.03 0.930
C -2.987 -0.142 -3.432 0.00 -0.09 -0.04 0.471
C -3.036 0.919 -4.527 0.08 0.04 0.04 -1.722
C -2.382 -1.438 -3.983 0.03 0.02 0.04 -1.094
C -3.674 0.873 -0.824 0.03 0.00 0.03 0.616
C -4.713 1.812 -1.433 0.07 0.01 0.00 -1.666
C -3.199 1.394 0.531 -0.03 0.06 -0.07 -1.599
H 3.399 0.217 5.615 -0.03 0.01 0.00 0.450
H 1.891 -0.264 4.833 0.00 0.01 0.00 0.257
H 2.336 1.445 4.925 0.01 -0.02 -0.01 0.225
H 4.229 1.082 3.401 0.01 0.05 -0.04 0.550
H 3.438 -1.875 3.501 0.01 0.00 0.01 0.323
H 4.890 -1.173 4.225 -0.01 0.00 -0.01 0.444
H 4.709 -1.230 2.463 -0.05 -0.04 0.10 0.366
H 1.353 2.248 0.984 -0.02 0.03 -0.04 -1.299
H 0.462 1.960 3.891 0.02 0.00 -0.03 -0.206
H -0.462 1.626 2.420 0.00 -0.03 0.00 -0.237
H -0.018 3.281 2.816 0.02 -0.05 0.01 0.554
H 2.955 3.116 3.445 -0.03 -0.02 -0.03 0.311
H 2.251 4.170 2.219 0.01 -0.03 0.00 0.478
H 3.552 3.055 1.781 0.00 0.04 0.02 0.401
H 5.242 0.699 1.694 -0.01 0.04 -0.03 0.209
H 6.691 0.943 -0.250 -0.04 -0.01 0.00 0.396
H 5.708 0.952 -2.534 -0.01 0.01 0.02 0.407
H 3.294 0.691 -2.816 -0.02 -0.01 -0.05 0.477
H 1.248 0.792 -3.790 0.04 0.01 -0.01 0.439
H 1.571 -0.468 -5.871 0.01 -0.02 0.04 0.385
H 1.427 -2.953 -5.839 0.00 0.01 0.02 0.359
H 0.924 -4.108 -3.754 0.06 0.09 0.00 0.503
H -0.541 -5.304 -0.600 0.00 -0.03 0.01 0.483
H -2.539 -3.162 -1.484 0.03 -0.05 0.06 -0.030
H -2.238 -3.703 0.162 0.06 0.00 0.03 0.221
H -2.979 -4.805 -0.998 0.01 0.05 0.00 0.487
H -1.285 -4.474 -3.450 0.01 -0.04 0.03 0.227
H -1.756 -5.969 -2.642 0.01 0.01 0.00 0.524
H -0.062 -5.678 -3.026 -0.04 0.00 0.03 0.284
H 1.697 -4.641 0.375 -0.03 -0.01 0.04 0.622
H 3.326 -2.506 -1.100 -0.02 -0.02 0.02 0.209
H 3.938 -3.574 0.171 -0.04 0.03 -0.01 0.613
H 2.695 -2.360 0.536 0.02 0.01 0.01 0.038
H 2.785 -4.643 -2.479 -0.01 -0.03 0.02 0.251
H 1.748 -5.903 -1.782 0.04 0.03 0.00 0.314
H 3.371 -5.633 -1.143 -0.03 0.01 -0.01 0.480
H 2.021 2.904 -1.458 -0.03 0.00 0.00 0.429
H 1.039 5.027 -2.195 -0.03 -0.02 0.00 0.409
H -1.355 5.116 -2.871 0.00 0.00 0.01 0.423
H -2.715 3.094 -2.780 -0.04 -0.01 0.00 0.211
H -4.015 -0.375 -3.132 -0.01 0.02 0.02 0.617
H -2.026 1.227 -4.808 -0.03 0.01 0.01 0.302
H -3.585 1.810 -4.225 0.00 -0.02 -0.02 0.320
H -3.523 0.512 -5.418 0.01 0.00 0.02 0.480
H -1.359 -1.283 -4.329 0.04 0.02 0.00 0.213
H -2.974 -1.809 -4.826 0.02 0.03 0.03 0.561
H -2.350 -2.215 -3.216 0.00 0.05 -0.12 -0.230
H -4.178 -0.086 -0.654 0.01 -0.05 0.04 0.512
H -4.324 2.825 -1.539 0.00 0.01 -0.01 0.310
H -5.586 1.874 -0.776 0.01 -0.02 0.00 0.435
H -5.061 1.466 -2.406 0.00 0.03 -0.02 0.381
H -2.772 2.396 0.433 0.00 -0.03 -0.01 0.308
H -2.421 0.749 0.940 -0.02 0.04 0.10 -0.091
H -4.024 1.438 1.247 0.03 0.00 -0.02 0.579
C -4.446 1.454 5.830 -0.01 0.02 0.01 -1.833
C -3.223 1.880 5.006 -0.07 0.18 0.07 2.391
C -2.116 2.425 5.920 0.01 -0.03 0.00 -1.460
C -3.614 2.937 3.960 0.01 -0.02 0.00 -1.469
C -2.703 0.704 4.294 0.16 -0.23 -0.24 -0.588
N -2.285 -0.193 3.708 -0.20 0.19 0.29 -0.305
H -4.845 2.326 6.352 0.03 -0.02 -0.02 0.427
H -4.177 0.701 6.571 -0.01 0.02 -0.02 0.398
H -5.229 1.048 5.189 0.02 0.01 0.01 0.399
H -2.489 3.309 6.440 0.00 -0.03 -0.02 0.441
H -1.236 2.708 5.341 -0.04 -0.01 0.03 0.214
H -1.823 1.683 6.665 0.01 0.02 -0.02 0.403
H -3.966 3.834 4.473 0.01 -0.04 0.00 0.487
H -4.412 2.572 3.313 0.03 0.02 0.02 0.345
H -2.759 3.205 3.337 -0.03 -0.01 0.02 0.223
```
Forces are in eV/Å.